1.
A structure of composition C32H64CaO6P2SbSi3. Source: the Open Molecules 2025 dataset; level of theory: ωB97M-V/def2-TZVPD.

charge: +1
energy above the lowest of the compared OMol25 structures with the same formula, charge and spin: 4.4 kcal/mol
orbital gap: 7.68 eV
calculated total energy: -4178.424567 a.u.
max |F|: 0.62 eV Å⁻¹

The geometry in XYZ format:
```
109
C32H64CaO6P2SbSi3 | the Open Molecules 2025 dataset | ωB97M-V/def2-TZVPD
Ca -0.239 -0.303 0.746
C -1.881 -1.765 -4.582
C -1.802 -1.035 -3.262
C -3.055 -1.159 -2.423
O -0.601 -1.503 -2.542
P -0.525 -2.655 -1.490
O -1.043 -2.302 -0.134
C 1.249 -2.979 -1.440
P 2.138 -1.797 -0.400
O 1.616 -0.419 -0.628
O 3.657 -2.058 -0.550
C 4.552 -1.791 -1.700
C 4.767 -3.089 -2.440
C 4.032 -0.665 -2.564
O 1.754 -2.133 1.076
C 2.139 -3.290 1.918
C 3.305 -2.876 2.780
C 0.908 -3.668 2.704
O -1.220 -3.903 -2.129
C -1.976 -4.891 -1.329
C -1.007 -5.793 -0.601
C -2.858 -5.619 -2.311
H -2.684 -1.338 -5.183
H -2.091 -2.825 -4.428
H -0.948 -1.662 -5.136
H -1.571 0.017 -3.423
H -3.287 -2.202 -2.195
H -3.896 -0.758 -2.991
H -2.975 -0.596 -1.492
H 1.643 -2.959 -2.457
H 1.401 -3.990 -1.049
H 5.471 -1.487 -1.203
H 3.864 -3.404 -2.967
H 5.077 -3.879 -1.758
H 5.553 -2.954 -3.185
H 3.103 -0.937 -3.072
H 4.777 -0.449 -3.331
H 3.858 0.239 -1.983
H 2.429 -4.088 1.228
H 3.017 -2.048 3.428
H 4.159 -2.575 2.173
H 3.606 -3.719 3.404
H 0.610 -2.839 3.350
H 1.127 -4.536 3.326
H 0.073 -3.906 2.044
H -2.572 -4.316 -0.620
H -0.353 -6.302 -1.311
H -1.559 -6.549 -0.042
H -0.404 -5.234 0.118
H -2.253 -6.151 -3.047
H -3.519 -4.927 -2.831
H -3.473 -6.346 -1.780
C -3.182 5.207 -2.040
Si -3.327 3.384 -1.666
C -3.443 2.453 -3.287
C -4.828 3.049 -0.606
Sb -1.310 2.509 -0.367
Si -1.370 3.890 1.807
C 0.326 3.880 2.580
C -2.599 3.040 2.921
C -1.907 5.648 1.457
Si 0.737 3.264 -1.692
C 0.642 5.050 -2.235
C 0.819 2.115 -3.171
C 2.260 2.993 -0.640
H -4.087 5.518 -2.572
H -2.330 5.425 -2.684
H -3.098 5.820 -1.143
H -4.288 2.830 -3.871
H -3.603 1.385 -3.124
H -2.541 2.583 -3.889
H -5.736 3.329 -1.149
H -4.801 3.634 0.316
H -4.909 1.995 -0.334
H 0.686 2.867 2.773
H 0.264 4.392 3.546
H 1.066 4.409 1.976
H -2.263 2.030 3.164
H -3.595 2.984 2.476
H -2.681 3.598 3.860
H -1.315 6.120 0.671
H -1.779 6.237 2.371
H -2.961 5.704 1.178
H -0.103 5.196 -3.019
H 1.612 5.352 -2.642
H 0.403 5.722 -1.409
H -0.080 2.168 -3.789
H 0.942 1.082 -2.829
H 1.673 2.373 -3.804
H 2.315 3.689 0.198
H 3.145 3.158 -1.265
H 2.311 1.974 -0.252
C 3.512 0.653 5.158
C 3.380 0.876 3.770
C 2.191 0.611 3.150
C 1.056 0.123 3.856
C -0.170 -0.161 3.161
C -1.201 -0.623 3.956
C -1.088 -0.816 5.356
C 0.092 -0.563 5.991
C 1.205 -0.086 5.253
C 2.450 0.184 5.877
H 4.455 0.859 5.650
H 4.220 1.259 3.203
H 2.107 0.790 2.079
H -2.167 -0.871 3.513
H -1.940 -1.176 5.921
H 0.196 -0.717 7.059
H 2.543 0.016 6.944
```

Results of the Löwdin charge analysis, in e, for atoms 1 through 8: atom 1 (Ca): 1.135, atom 2 (C): -0.026, atom 3 (C): -0.392, atom 4 (C): -0.048, atom 5 (O): -0.181, atom 6 (P): 0.439, atom 7 (O): -0.378, atom 8 (C): -0.183

***

2.
A structure of composition C32H64NNbO6P. Source: the Open Molecules 2025 dataset; level of theory: ωB97M-V/def2-TZVPD.

charge: -1
orbital gap: 5.78 eV
calculated total energy: -2161.985910 a.u.
max |F|: 0.99 eV Å⁻¹

The geometry in XYZ format:
```
105
C32H64NNbO6P | the Open Molecules 2025 dataset | ωB97M-V/def2-TZVPD
C 5.113 -3.417 0.040
C 4.152 -2.729 -0.925
O 4.829 -1.739 -1.649
C 4.360 -1.486 -2.947
C 3.523 -0.185 -3.032
O 3.221 0.256 -1.741
C 2.498 1.504 -1.712
Nb 0.976 1.803 -0.005
C 1.141 4.046 -0.321
C -0.601 2.024 1.609
C -0.275 3.006 2.757
C 0.184 2.290 4.002
O -0.934 1.636 4.628
C -0.678 1.987 -1.580
C -1.913 1.120 -1.289
C -3.244 1.802 -1.651
C -4.436 0.891 -1.336
N -4.832 0.903 0.081
C 2.594 1.992 1.584
C 4.041 1.906 1.113
C 4.519 0.456 1.036
O 4.881 2.617 2.090
C 5.824 3.457 1.488
C 6.873 2.728 0.678
C 7.065 3.024 -0.672
C 8.013 2.306 -1.413
C 8.754 1.297 -0.796
C 8.572 1.001 0.557
C 7.628 1.719 1.292
P 0.879 -0.775 0.020
C 0.509 -1.434 -1.687
C -0.526 -1.435 1.044
C -0.130 -1.394 2.539
H 5.125 -2.911 0.999
H 6.109 -3.434 -0.388
H 4.772 -4.434 0.217
H 3.701 -3.481 -1.578
H 3.335 -2.291 -0.345
H 3.772 -2.316 -3.335
H 5.244 -1.363 -3.570
H 4.078 0.587 -3.575
H 2.586 -0.381 -3.565
H 1.942 1.598 -2.651
H 3.225 2.328 -1.722
H 1.451 4.318 -1.329
H 0.174 4.494 -0.091
H 1.860 4.459 0.387
H -1.473 2.423 1.083
H -0.951 1.105 2.083
H -1.183 3.540 3.045
H 0.462 3.756 2.481
H 0.624 2.988 4.716
H 0.942 1.545 3.772
H -0.657 0.745 4.835
H -0.334 1.763 -2.591
H -0.996 3.034 -1.613
H -1.992 0.825 -0.245
H -1.862 0.219 -1.898
H -3.312 2.708 -1.049
H -3.228 2.042 -2.712
H -4.116 -0.123 -1.564
H -5.286 1.124 -1.976
H -4.336 0.167 0.569
H -4.498 1.759 0.508
H 2.438 1.153 2.269
H 2.511 2.904 2.175
H 4.196 2.431 0.173
H 5.039 0.231 1.963
H 5.193 0.292 0.201
H 3.692 -0.235 0.912
H 5.321 4.191 0.848
H 6.313 4.029 2.275
H 6.469 3.787 -1.145
H 8.151 2.519 -2.460
H 9.470 0.723 -1.364
H 9.127 0.217 1.046
H 7.431 1.509 2.331
H -0.444 -1.953 -1.677
H 0.470 -0.626 -2.408
H 1.287 -2.126 -2.002
H -1.454 -0.885 0.929
H -0.672 -2.476 0.773
H 0.620 -0.630 2.721
H -1.002 -1.135 3.141
H 0.232 -2.357 2.883
C -6.685 -4.054 1.404
C -6.148 -2.656 1.223
O -5.037 -2.445 0.798
C -7.075 -1.520 1.588
H -5.928 -4.775 1.102
H -6.944 -4.222 2.451
H -7.573 -4.184 0.786
H -7.349 -1.587 2.643
H -7.982 -1.578 0.985
H -6.578 -0.570 1.398
C -11.243 -4.969 -1.354
C -9.992 -4.186 -1.676
O -9.046 -4.169 -0.926
C -9.980 -3.425 -2.979
H -11.123 -5.468 -0.395
H -12.102 -4.298 -1.307
H -11.425 -5.716 -2.128
H -10.791 -2.695 -2.993
H -10.114 -4.113 -3.815
H -9.030 -2.908 -3.088
```

Results of the Löwdin charge analysis, in e, for atoms 1 through 8: atom 1 (C): -0.065, atom 2 (C): -0.295, atom 3 (O): -0.150, atom 4 (C): -0.179, atom 5 (C): -0.225, atom 6 (O): -0.303, atom 7 (C): -0.331, atom 8 (Nb): 1.640

***

3.
A cluster of 8 separate species, C32H64O24 in total at a distorted geometry. Source: the Open Molecules 2025 dataset; level of theory: ωB97M-V/def2-TZVPD.

energy above the lowest of the compared OMol25 structures with the same formula, charge and spin: 133.8 kcal/mol
orbital gap: 10.58 eV
calculated total energy: -3063.339978 a.u.
max |F|: 7.91 eV Å⁻¹
structure (SMILES): CCOC(=O)OC.CCOC(=O)OC.CCOC(=O)OC.CCOC(=O)OC.CCOC(=O)OC.CCOC(=O)OC.CCOC(=O)OC.CCOC(=O)OC

The geometry in XYZ format:
```
120
C32H64O24 | the Open Molecules 2025 dataset | ωB97M-V/def2-TZVPD
C 3.745 -9.501 -2.028
C 3.384 -9.160 -0.552
O 2.604 -10.210 0.072
C 2.319 -9.933 1.396
O 2.665 -8.893 2.072
O 1.519 -10.957 1.857
C 0.768 -10.922 3.069
H 2.892 -9.846 -2.611
H 4.324 -10.418 -2.141
H 4.249 -8.673 -2.527
H 2.810 -8.237 -0.463
H 4.310 -8.884 -0.046
H 0.484 -11.908 3.438
H -0.138 -10.315 3.073
H 1.341 -10.536 3.912
C 1.290 9.399 0.698
C 2.265 8.514 -0.010
O 2.349 7.314 0.710
C 3.437 6.528 0.544
O 4.273 6.659 -0.372
O 3.409 5.653 1.391
C 4.394 4.662 1.531
H 1.461 9.411 1.775
H 0.243 9.153 0.520
H 1.374 10.418 0.322
H 3.195 9.073 -0.115
H 1.851 8.380 -1.009
H 4.320 3.849 0.808
H 4.515 4.173 2.497
H 5.383 5.083 1.347
C -2.432 2.768 3.473
C -2.792 2.820 4.888
O -2.187 1.742 5.639
C -2.825 0.547 5.857
O -4.034 0.374 5.616
O -1.931 -0.262 6.434
C -2.336 -1.624 6.568
H -2.856 3.566 2.865
H -2.609 1.761 3.095
H -1.342 2.761 3.485
H -3.864 2.861 5.082
H -2.202 3.646 5.285
H -3.248 -1.826 7.129
H -1.610 -2.176 7.164
H -2.452 -2.139 5.614
C -4.605 -0.053 -2.623
C -5.034 1.297 -3.075
O -5.984 1.810 -2.140
C -7.283 1.465 -2.233
O -7.643 0.760 -3.221
O -7.966 2.022 -1.242
C -7.377 2.502 -0.019
H -4.082 -0.491 -3.473
H -5.515 -0.630 -2.459
H -4.018 -0.134 -1.708
H -5.404 1.304 -4.100
H -4.149 1.926 -3.162
H -6.737 1.764 0.465
H -8.159 2.779 0.688
H -6.835 3.440 -0.136
C -6.843 10.284 -2.628
C -5.725 9.321 -2.399
O -4.788 9.489 -3.524
C -3.925 8.466 -3.745
O -3.823 7.462 -3.046
O -3.293 8.698 -4.922
C -2.662 7.632 -5.561
H -6.549 11.307 -2.394
H -7.788 10.071 -2.129
H -7.025 10.403 -3.696
H -6.054 8.283 -2.352
H -5.190 9.424 -1.455
H -3.420 7.068 -6.104
H -2.083 6.952 -4.936
H -1.944 7.997 -6.296
C 8.079 -2.565 4.437
C 8.001 -1.833 5.751
O 6.814 -1.134 5.791
C 6.537 -0.548 6.963
O 7.268 -0.593 7.998
O 5.309 0.070 6.857
C 4.742 0.624 7.992
H 8.129 -1.806 3.656
H 7.135 -3.110 4.444
H 8.963 -3.203 4.436
H 8.869 -1.223 6.003
H 8.038 -2.600 6.524
H 5.570 1.171 8.444
H 4.327 -0.152 8.635
H 3.836 1.124 7.651
C 2.403 0.339 -4.507
C 3.197 -0.567 -3.560
O 2.332 -0.696 -2.438
C 2.782 -1.389 -1.428
O 3.870 -1.939 -1.296
O 1.867 -1.331 -0.446
C 1.988 -2.177 0.725
H 2.917 0.895 -5.290
H 1.859 1.102 -3.949
H 1.678 -0.342 -4.953
H 4.124 -0.115 -3.207
H 3.352 -1.576 -3.942
H 1.275 -2.049 1.540
H 3.005 -2.181 1.116
H 1.787 -3.202 0.413
C -3.245 -7.384 -4.064
C -1.928 -6.885 -3.481
O -1.359 -5.948 -4.325
C -0.681 -6.304 -5.468
O -0.534 -7.383 -6.005
O -0.361 -5.131 -6.073
C 0.333 -5.191 -7.341
H -3.239 -7.821 -5.063
H -3.839 -6.471 -4.047
H -3.902 -7.956 -3.408
H -1.327 -7.782 -3.334
H -2.065 -6.493 -2.473
H 0.697 -4.208 -7.641
H -0.197 -5.501 -8.241
H 1.178 -5.845 -7.126
```

Results of the Löwdin charge analysis, in e, for atoms 1 through 8: atom 1 (C): -0.061, atom 2 (C): -0.208, atom 3 (O): 0.019, atom 4 (C): -0.436, atom 5 (O): 0.047, atom 6 (O): -0.023, atom 7 (C): -0.059, atom 8 (H): 0.069

***

4.
A cluster of 7 separate species, C32H66BF6N9P in total at a distorted geometry. Source: the Open Molecules 2025 dataset; level of theory: ωB97M-V/def2-TZVPD.

2S+1: 2
⟨S²⟩: 0.76
charge: +2
orbital gap (spin up / spin down): 2.59 / 6.67 eV
calculated total energy: -2716.496526 a.u.
max |F|: 5.64 eV Å⁻¹

The geometry in XYZ format:
```
115
C32H66BF6N9P | the Open Molecules 2025 dataset | ωB97M-V/def2-TZVPD
B 0.565 -0.604 0.445
H 0.065 -1.502 0.775
H -0.037 0.265 0.660
H 1.433 -0.485 1.075
H 0.764 -0.539 -0.614
C 4.938 4.511 0.387
C 4.988 3.449 -0.814
N 3.646 3.057 -1.122
C 2.869 1.933 -0.722
C 1.608 2.176 -1.254
N 1.547 3.364 -1.890
C 2.871 3.916 -1.833
C 0.462 3.913 -2.693
H 4.746 5.506 -0.013
H 5.910 4.512 0.881
H 4.227 4.395 1.205
H 5.604 2.608 -0.495
H 5.523 3.891 -1.655
H 3.351 1.134 -0.179
H 0.708 1.581 -1.192
H 3.212 4.768 -2.402
H 0.517 4.977 -2.923
H -0.403 3.726 -2.057
H 0.297 3.361 -3.618
C 1.611 -0.498 -6.829
C 2.146 -1.733 -6.097
N 2.624 -1.343 -4.725
C 1.821 -1.301 -3.595
C 2.619 -0.849 -2.516
N 3.895 -0.667 -3.052
C 3.801 -0.873 -4.388
C 5.027 -0.038 -2.367
H 2.400 0.248 -6.733
H 0.785 -0.043 -6.281
H 1.174 -0.595 -7.822
H 2.933 -2.213 -6.679
H 1.340 -2.454 -5.963
H 0.772 -1.555 -3.545
H 2.502 -0.643 -1.462
H 4.614 -0.958 -5.094
H 5.735 -0.803 -2.049
H 4.723 0.546 -1.499
H 5.417 0.723 -3.044
C -4.155 -1.337 1.495
C -3.770 -2.855 1.639
N -2.975 -3.542 0.676
C -3.037 -4.912 0.476
C -2.198 -5.286 -0.517
N -1.551 -4.087 -0.909
C -2.084 -3.057 -0.210
C -0.421 -3.968 -1.725
H -4.115 -1.049 0.445
H -3.424 -0.765 2.067
H -5.138 -1.056 1.872
H -4.738 -3.355 1.638
H -3.380 -2.979 2.649
H -3.752 -5.562 0.958
H -1.837 -6.195 -0.975
H -1.798 -2.025 -0.347
H -0.970 -4.036 -2.665
H 0.288 -4.778 -1.557
H 0.134 -3.031 -1.722
C -1.725 -6.949 2.735
C -0.476 -6.590 3.545
N 0.079 -5.309 3.131
C 0.605 -4.892 1.929
C 1.014 -3.585 2.009
N 0.816 -3.196 3.332
C 0.371 -4.346 4.035
C 1.250 -1.953 3.800
H -1.555 -6.960 1.658
H -2.584 -6.382 3.095
H -2.001 -7.936 3.105
H 0.263 -7.381 3.416
H -0.903 -6.520 4.546
H 0.551 -5.605 1.119
H 1.482 -2.947 1.274
H 0.230 -4.313 5.106
H 2.317 -2.081 3.986
H 0.709 -1.454 4.604
H 1.225 -1.175 3.037
C -1.437 6.183 5.040
C -2.289 5.212 4.159
C -1.440 4.574 3.077
N -1.958 3.361 2.259
C -2.315 2.271 3.339
C -1.050 2.781 1.201
C -1.940 2.221 0.114
C -3.191 3.101 0.074
C -3.123 3.901 1.358
H -2.111 6.620 5.778
H -1.127 7.038 4.440
H -0.552 5.734 5.491
H -3.178 5.713 3.777
H -2.608 4.458 4.879
H -0.581 4.184 3.622
H -1.060 5.250 2.311
H -2.473 1.335 2.804
H -3.284 2.543 3.756
H -1.535 2.190 4.097
H -0.352 2.113 1.705
H -0.507 3.640 0.807
H -2.253 1.233 0.450
H -1.426 2.117 -0.842
H -4.199 2.688 0.122
H -3.284 3.797 -0.760
H -4.034 3.862 1.956
H -2.862 4.886 0.971
P -1.655 0.278 -3.522
F -2.879 -0.744 -3.329
F -1.059 -0.743 -4.726
F -2.553 0.949 -4.707
F -0.380 1.118 -3.740
F -2.455 1.285 -2.586
F -0.948 -0.564 -2.335
```

Results of the Löwdin charge analysis, in e, for atoms 1 through 8: atom 1 (B): -0.437, atom 2 (H): -0.085, atom 3 (H): -0.068, atom 4 (H): -0.056, atom 5 (H): -0.077, atom 6 (C): -0.068, atom 7 (C): -0.194, atom 8 (N): -0.167